# 1
The following is a DFT calculation (ωB97M-V/def2-TZVPD) of a cluster of 2 separate species, C4H14N2O in total.

multiplicity	1
SMILES	CN(C)CCN.O
highest occupied orbital energy	-8.2	eV
gap between HOMO and LUMO	8.80	eV
total charge	0

XYZ file:
```
21
C4H14N2O (ωB97M-V/def2-TZVPD)
N -0.287 -0.568 -2.338
C -0.023 -1.453 -1.231
C 0.765 -0.977 -0.026
N 0.024 0.056 0.706
C 0.810 0.705 1.772
C -1.221 -0.468 1.288
H -1.000 0.134 -2.247
H 0.555 -0.126 -2.577
H 0.499 -2.357 -1.628
H -1.018 -1.641 -0.739
H 1.649 -0.498 -0.467
H 1.258 -1.782 0.502
H 0.225 1.640 2.096
H 0.754 -0.123 2.519
H 1.926 0.885 1.491
H -2.052 -0.283 0.571
H -1.428 0.025 2.258
H -0.978 -1.509 1.532
H -0.387 3.547 -1.231
H 0.068 2.040 -1.590
O -0.138 2.754 -0.660
```

# 2
The following is a DFT calculation (ωB97M-V/def2-TZVPD) of a cluster of 3 separate species, C18H40FN9O4P2 in total.

multiplicity	1
SMILES	N#CC[C@H](C#N)C(=O)NC(=O)F.CN(C)P(=O)(N(C)C)N(C)C.CN(C)P(=O)(N(C)C)N(C)C
highest occupied orbital energy	-7.9	eV
gap between HOMO and LUMO	7.77	eV
total charge	0

XYZ file:
```
74
C18H40FN9O4P2 (ωB97M-V/def2-TZVPD)
N -2.898 -4.570 2.437
C -3.502 -5.473 2.816
C -4.222 -6.684 3.214
C -3.272 -7.654 3.956
C -3.671 -9.034 3.645
N -4.041 -10.102 3.419
C -3.267 -7.427 5.469
O -4.083 -6.735 5.974
N -2.294 -8.098 6.313
C -0.941 -7.766 6.143
O -0.126 -7.869 6.981
F -0.606 -7.314 4.923
H -4.564 -7.144 2.287
H -5.101 -6.438 3.805
H -2.288 -7.530 3.506
H -2.424 -9.106 6.287
O -3.386 -1.680 0.062
P -2.379 -0.583 0.112
N -2.158 -0.280 1.756
C -2.262 0.999 2.413
C -2.131 -1.410 2.670
N -3.251 0.683 -0.705
C -4.206 1.491 0.033
C -3.831 0.216 -1.957
N -0.871 0.071 -0.355
C 0.279 -0.788 0.009
C -0.652 0.652 -1.686
H -1.858 1.801 1.793
H -1.674 0.995 3.336
H -3.298 1.241 2.680
H -1.233 -1.361 3.298
H -2.098 -2.352 2.135
H -3.014 -1.433 3.321
H -4.905 0.892 0.634
H -4.788 2.094 -0.666
H -3.700 2.202 0.684
H -4.747 -0.368 -1.807
H -3.124 -0.413 -2.501
H -4.058 1.072 -2.599
H 0.978 -0.222 0.628
H 0.810 -1.151 -0.872
H -0.033 -1.664 0.580
H -1.247 1.550 -1.822
H -0.877 -0.048 -2.496
H 0.392 0.953 -1.782
O 2.243 2.512 -2.780
P 3.323 3.523 -2.956
N 4.722 2.748 -2.425
C 5.659 3.237 -1.442
C 4.897 1.342 -2.747
N 2.783 4.759 -1.863
C 3.082 4.650 -0.445
C 1.374 5.081 -2.067
N 4.149 4.656 -3.934
C 4.712 4.070 -5.173
C 3.589 5.983 -4.219
H 5.804 4.314 -1.531
H 6.640 2.780 -1.600
H 5.342 3.001 -0.420
H 5.875 1.185 -3.214
H 4.140 1.007 -3.452
H 4.826 0.703 -1.859
H 2.841 3.662 -0.028
H 2.509 5.399 0.105
H 4.128 4.873 -0.243
H 0.703 4.340 -1.620
H 1.139 5.138 -3.132
H 1.155 6.062 -1.638
H 5.787 4.256 -5.211
H 4.253 4.493 -6.068
H 4.562 2.991 -5.216
H 3.527 6.575 -3.311
H 2.600 5.941 -4.682
H 4.260 6.507 -4.901
```

# 3
The following is a DFT calculation (ωB97M-V/def2-TZVPD) of a cluster of 5 separate species, C21H43N6O6 in total.

multiplicity	1
highest occupied orbital energy	-11.2	eV
gap between HOMO and LUMO	7.31	eV
total charge	+1

XYZ file:
```
76
C21H43N6O6 (ωB97M-V/def2-TZVPD)
C -1.774 -4.850 -2.508
C -1.214 -5.130 -1.126
C -1.854 -4.275 -0.075
O -1.099 -4.209 1.147
C 0.011 -3.469 1.190
C 1.192 -4.185 1.465
N 2.328 -3.572 1.571
N 2.330 -2.240 1.395
C 1.289 -1.443 1.140
O 1.549 -0.173 1.051
C 1.223 0.493 -0.218
C 1.842 -0.155 -1.398
C 0.049 -2.093 1.052
H -2.174 -3.851 -2.585
H -1.010 -4.939 -3.258
H -2.569 -5.531 -2.760
H -1.388 -6.167 -0.885
H -0.144 -4.974 -1.127
H -2.816 -4.658 0.209
H -2.023 -3.275 -0.454
H 1.181 -5.243 1.596
H 3.236 -1.805 1.475
H 1.636 1.485 -0.098
H 0.146 0.567 -0.287
H 1.903 0.551 -2.207
H 1.286 -1.009 -1.757
H 2.843 -0.476 -1.156
H -0.834 -1.507 0.894
C -0.229 2.024 2.913
C -1.170 3.129 2.477
O -0.747 4.177 2.011
N -2.491 2.898 2.613
C -3.154 1.719 3.153
H 0.790 2.357 2.744
H -0.359 1.781 3.967
H -0.410 1.127 2.321
H -3.069 3.661 2.299
H -3.805 1.250 2.422
H -3.750 1.976 4.029
H -2.409 0.992 3.457
C 4.854 3.882 1.212
C 3.450 3.810 0.659
O 3.144 2.941 -0.164
N 2.572 4.717 1.108
C 2.795 5.779 2.075
H 5.435 3.088 0.756
H 5.318 4.841 0.982
H 4.855 3.754 2.294
H 1.643 4.621 0.730
H 2.150 5.639 2.937
H 2.593 6.755 1.634
H 3.828 5.762 2.404
C 4.721 1.484 -3.647
C 3.684 1.417 -4.746
O 3.002 0.416 -4.911
N 3.527 2.515 -5.524
C 4.241 3.776 -5.455
H 4.706 0.525 -3.141
H 5.724 1.672 -4.027
H 4.471 2.271 -2.932
H 2.820 2.408 -6.233
H 3.561 4.607 -5.264
H 4.773 3.981 -6.385
H 4.967 3.742 -4.651
C -5.534 -3.653 2.148
C -5.572 -2.322 1.432
O -4.700 -1.482 1.609
N -6.593 -2.105 0.575
C -7.700 -2.987 0.248
H -4.661 -3.654 2.792
H -6.424 -3.822 2.752
H -5.453 -4.466 1.425
H -6.560 -1.203 0.126
H -7.711 -3.228 -0.815
H -8.656 -2.529 0.501
H -7.610 -3.912 0.805
```

# 4
The following is a DFT calculation (ωB97M-V/def2-TZVPD) of a structure of composition C25H22Cl2FIrN4O4.

multiplicity	5
highest occupied orbital energy (alpha / beta)	-9.4 / -12.6	eV
gap between HOMO and LUMO (alpha / beta)	2.75 / 4.03	eV
total charge	+2

XYZ file:
```
59
C25H22Cl2FIrN4O4 (ωB97M-V/def2-TZVPD)
Ir 0.010 -0.025 -0.006
C 4.345 5.992 -1.957
C 4.054 5.670 -0.493
N 2.943 4.741 -0.367
C 3.243 3.422 -0.359
C 2.300 2.429 -0.246
C 2.827 0.985 -0.268
O 4.009 0.832 -0.444
O 1.940 0.087 -0.088
C 0.933 2.766 -0.121
O -0.067 1.930 -0.022
C 0.622 4.169 -0.139
C -0.703 4.587 -0.013
C -1.037 5.921 -0.059
F -2.345 6.206 0.117
C -0.081 6.922 -0.274
C 1.254 6.495 -0.404
C 1.631 5.155 -0.304
N -0.397 8.279 -0.418
C 0.397 9.286 0.262
C 0.480 10.543 -0.627
N -0.707 10.573 -1.522
C -1.916 10.166 -0.768
C -1.802 8.668 -0.453
H 5.190 6.669 -2.019
H 3.487 6.451 -2.441
H 4.595 5.083 -2.497
H 3.836 6.576 0.074
H 4.936 5.207 -0.044
H 4.283 3.140 -0.445
H -1.481 3.859 0.146
H 2.006 7.237 -0.608
H 1.398 8.913 0.466
H -0.061 9.536 1.229
H 1.382 10.543 -1.239
H 0.483 11.441 -0.006
H -0.567 9.885 -2.272
H -0.821 11.501 -1.945
H -2.815 10.354 -1.356
H -1.975 10.768 0.140
H -2.298 8.082 -1.230
H -2.315 8.476 0.497
Cl -0.540 -5.018 0.000
C -1.761 -3.841 0.009
C -3.102 -4.186 0.003
C -4.114 -3.228 0.006
Cl -5.736 -3.734 -0.002
C -3.808 -1.833 0.013
C -4.750 -0.796 0.006
C -4.286 0.519 0.006
C -2.935 0.784 0.014
N -1.999 -0.190 0.023
C -2.442 -1.484 0.022
C -1.393 -2.452 0.019
O -0.192 -2.008 0.016
H -3.367 -5.233 -0.006
H -5.804 -1.015 -0.003
H -4.985 1.338 -0.002
H -2.562 1.798 0.010
```